1.
C36H48InN5O8P2SSb | ωB97M-V/def2-TZVPD

Structure (ORCA input):
```
! RIJCOSX wB97M-V def2-TZVPD def2/J DEFGRID3
* xyz -1 1
C -4.5024 -1.0985 -0.3184
H -0.5049 2.9139 0.7624
H -1.6948 -1.9629 -2.0164
H 4.4507 -6.1304 0.2639
O 1.9988 0.6704 -3.1955
H -0.6535 1.2743 2.4575
C 2.5716 -0.2991 2.6174
C -2.3389 -1.7251 -1.1757
H -0.1059 -0.3987 -6.1728
C 1.3392 3.2458 -1.5868
C -0.8709 3.7169 1.3936
H 1.5426 6.6106 -1.9364
H 0.9292 -3.9260 -2.4605
H -3.8026 5.1229 2.0108
C -0.3249 -1.8951 0.3086
H -0.0623 -2.0853 1.3483
C -2.7512 1.4282 -5.1218
N 3.9242 0.4717 -0.8668
H -4.3359 3.7343 3.8782
H 1.0021 -6.1253 1.1645
H 3.7325 1.0907 -0.0826
H -3.0869 3.2706 5.0208
C -3.0486 2.7079 1.3120
C -0.7580 0.1682 -5.5233
H -0.8377 -5.7009 -2.4080
H 3.6341 0.9717 -1.7053
C 2.9366 -7.5012 -0.4704
H 1.4521 -5.2386 3.5064
H -4.5949 -0.7989 1.8062
N 2.9637 -0.6123 -0.7576
C -3.6773 -1.4386 -1.3848
C 2.0256 0.9883 2.2308
H -2.2170 -1.3078 2.1755
H -2.2067 5.8969 1.9161
O 1.9069 3.1483 3.2776
H 0.5884 3.2689 2.9109
H 0.3684 -4.4972 1.3509
H 2.4707 -7.6668 0.5022
C 2.3659 1.9663 3.1944
C -1.7806 -1.6771 0.1080
O 4.0789 -0.9150 4.4198
C -1.1787 1.0512 -3.2977
C -0.2686 5.4577 -2.0331
C -1.1124 1.9951 3.1373
C -2.3746 1.5759 -3.7958
H 3.2613 -1.2209 0.0036
H 1.9718 2.3826 -1.4343
H -0.8057 1.7456 4.1555
C -0.3805 0.3335 -4.1969
C -2.6240 -1.3434 1.1696
C -0.0372 3.0633 -1.7151
H 4.2062 -6.0589 -1.4665
In 0.7855 -0.1796 -0.4560
C -1.9400 0.7184 -5.9929
O 2.3500 -1.3785 2.0742
H -3.0283 2.1060 -3.1133
C 2.0523 -4.9245 2.6483
H 3.0403 -1.1535 -1.6142
H -2.2262 0.5850 -7.0286
C 1.9034 4.5122 -1.6553
C -0.2125 -5.5068 -1.5321
H -0.5064 5.2971 3.5058
H 2.3490 -3.8855 2.8059
C -0.8287 4.1912 -1.9407
H -1.9031 4.0748 -2.0131
H -3.6841 1.8574 -5.4667
O 1.6905 -1.0921 -4.8677
C 3.3312 1.3937 4.1649
N -2.4765 4.6271 3.5453
H -0.9048 6.3173 -2.2095
C 1.2850 -5.0864 1.3379
C -2.7311 4.9651 2.1426
N -0.5510 3.3328 2.8087
Sb 2.4737 -4.3850 -0.3197
H 2.9662 -5.5250 2.6532
C 1.1014 5.6230 -1.8791
C -3.9667 -1.0573 0.9609
H -2.6855 2.0024 0.5594
O 1.2459 1.2018 1.2123
H -0.3048 4.6248 1.1774
H 2.1456 -7.5366 -1.2228
H 1.6668 -5.5110 -2.6237
C 1.1113 -4.8658 -1.9375
C -3.2790 3.4708 3.9633
H 2.9734 4.6304 -1.5371
H -0.7837 -4.8537 -0.8685
O 3.8788 1.9682 5.0770
H -4.0772 -1.4686 -2.3916
C 3.6842 -6.1746 -0.5129
P -2.9605 1.9117 2.9903
N -2.2778 3.9486 1.2095
C -1.0671 4.3873 3.7248
O 0.7831 -1.3473 -2.6186
H -5.5481 -0.8711 -0.4838
P -0.8854 1.4320 -1.5077
H -4.0942 2.9131 1.0684
S 1.1635 -0.4146 -3.7086
H -0.8563 4.0782 4.7490
H 0.0288 -2.7199 -0.3120
C 3.4510 -0.0793 3.8218
H 3.6049 -8.3466 -0.6581
H -0.0698 -6.4549 -1.0096
*
```

Values from the calculation:
Orbital gap in Eh: 0.269
E in eV: -103067.36171
LUMO energy in eV: 2.11

=====

2.
C36H49LiN7O5PS | ωB97M-V/def2-TZVPD

Structure (ORCA input):
```
! RIJCOSX wB97M-V def2-TZVPD def2/J DEFGRID3
* xyz 0 1
O -1.9933 0.9523 -1.8464
H -1.4083 0.7852 -4.4392
H 2.1880 2.0450 -4.8029
H -2.7100 -3.4609 -2.4374
H -5.0211 1.2839 -1.7229
H -1.0121 2.3536 4.5449
C 3.2962 0.9150 0.7371
H 0.9797 -3.6820 -2.7804
C 4.4936 0.8152 1.4311
C -0.3921 2.4237 3.6423
C -0.8383 -2.5711 -3.0296
N 0.6183 1.7014 3.4436
C 0.6392 -2.6548 -2.6392
C -1.6475 -3.5627 -2.2026
H 0.6779 2.9456 -2.1598
S 2.2447 2.3457 0.9630
H 3.1471 3.0135 -1.1288
H 3.2568 -4.0899 7.2306
H 2.6176 1.4255 -3.1921
H -3.8962 -0.5912 -2.4026
H -7.3052 -0.5318 -0.8200
C 1.9046 -2.6772 4.4768
H 6.4430 -2.7115 0.9287
C -5.7052 0.4463 -1.8860
H -3.8193 -2.1333 -0.6198
H -0.6264 -3.8687 -4.7395
H 1.2447 -1.9922 -3.2612
N -2.5824 0.1223 1.5331
N 0.7365 -0.7985 2.7363
C -3.5637 -0.1843 0.9963
C -6.6742 0.3542 -0.7095
H 2.1809 0.2983 -4.4733
H 2.6886 -4.6362 4.8909
H -6.2481 0.6448 -2.8101
N 1.0050 0.8205 4.4087
H -2.2261 3.1901 -0.3262
H -5.5566 1.2806 0.8874
H -1.3352 -4.5886 -2.4096
C 5.3129 -0.2812 1.2136
C -0.3992 0.9996 -4.7930
H -5.3499 -1.5398 -2.7185
H 2.6265 4.4017 -0.1202
H 1.7631 -0.1085 6.6532
H 0.4816 3.5062 -3.8448
H 3.4208 -1.9418 -1.0448
H -1.5060 -3.3540 -1.1383
H -6.5262 -0.0983 1.4082
N -4.7070 -0.5731 0.4458
P -0.9408 -0.0962 -1.8407
C 3.1386 3.4384 -0.1298
H -0.0237 0.1209 -5.3217
H 1.7721 -3.8571 2.7710
C -0.8074 5.5709 1.6098
C 2.8059 -3.3362 6.5973
H -5.5721 -2.2139 -0.4771
C 1.6510 -1.3977 4.9622
C 0.9770 -2.0094 2.3773
C -1.7242 3.6698 0.5113
H -0.5735 6.6280 1.6465
H -0.0088 5.1401 3.5673
C 1.9661 1.2831 -4.0526
H 6.5715 -2.1949 -0.7508
H -0.9039 2.8474 -2.9328
N -1.3877 2.8649 1.5210
C -0.7739 3.3943 2.5776
C -4.8778 -0.8434 -2.0193
O 0.4156 0.3785 -2.5618
H -0.4186 -2.1425 -5.0974
O -0.5429 -0.6994 -0.5185
H -7.3385 1.2187 -0.6720
Li -0.5984 0.7836 0.6538
C 2.8920 -0.0736 -0.1452
H -0.4466 1.8342 -5.4950
C 0.5118 1.3650 -3.6231
H 6.2491 -0.3651 1.7538
C 3.7276 -1.1653 -0.3498
C 1.1033 -0.3969 4.0288
C -0.4893 4.7479 2.6787
C 1.9712 -1.1052 6.2859
H 0.7809 -2.3641 -1.5978
C -4.7318 -1.5433 -0.6618
C 2.5433 -2.0620 7.1014
H 4.7805 1.5817 2.1452
H 0.7041 -2.3172 1.3700
O 0.9510 2.0228 0.2644
C 0.1695 2.7614 -3.1084
H -2.0401 -2.7911 -4.8058
H 4.1522 3.5435 0.2617
C 2.4874 -3.6476 5.2909
O -1.4322 -1.2698 -2.8282
C 5.8647 -2.4460 0.0432
H 1.9381 0.0089 -0.6606
C -1.4311 5.0256 0.5010
H 2.7949 -1.8213 8.1260
N 1.5512 -2.9580 3.1603
C 4.9446 -1.2831 0.3159
H -1.6879 5.6355 -0.3562
H 5.3053 -3.3246 -0.2802
C -5.8962 0.2855 0.6028
C -0.9904 -2.8645 -4.5116
*
```

Values from the calculation:
Orbital gap in Eh: 0.304
E in eV: -79130.03669
LUMO energy in eV: 0.45